Here is a 2-piece molecular cluster, C14H23N4O3 overall from the Open Molecules 2025 dataset. Energies are from the ωB97M-V functional and the def2-TZVPD basis.

Values from the calculation:
HOMO-LUMO gap	1.129	eV
relative energy (zero: lowest compared OMol25 entry of this formula, charge and spin)	4.56	kcal per mole

ORCA input file:
```
! RIJCOSX wB97M-V def2-TZVPD def2/J DEFGRID3
* xyz -1 1
C 5.478 -1.073 1.200
C 5.318 0.429 1.453
O 4.178 0.962 0.836
C 4.463 1.871 -0.259
N 4.903 1.001 -1.356
C 3.123 2.531 -0.567
C 2.134 2.640 0.595
C 0.818 3.316 0.159
C -0.514 2.571 0.411
N -0.349 1.162 0.782
C -1.480 0.372 0.854
N -2.576 0.655 1.449
N -1.319 -0.881 0.213
H 4.972 -1.678 1.958
H 5.060 -1.316 0.224
H 6.536 -1.355 1.200
H 6.200 0.974 1.104
H 5.228 0.607 2.537
H 5.058 1.589 -2.171
H 4.116 0.373 -1.621
H 3.291 3.550 -0.938
H 2.613 1.991 -1.406
H 1.976 1.662 1.041
H 2.602 3.241 1.381
H 0.741 4.297 0.635
H 0.879 3.516 -0.914
H -1.133 2.631 -0.494
H -1.084 3.064 1.202
H 0.356 0.697 0.223
H -2.489 1.544 1.936
H -2.053 -1.486 0.571
H -1.491 -0.753 -0.781
C -4.842 -4.504 -0.765
C -5.970 -4.460 -1.471
C -6.679 -3.180 -1.717
O -7.711 -3.148 -2.360
C -6.083 -1.950 -1.147
C -4.954 -1.989 -0.440
C -4.247 -3.271 -0.199
O -3.216 -3.296 0.444
H -4.305 -5.424 -0.572
H -6.427 -5.344 -1.898
H -6.621 -1.030 -1.337
H -4.499 -1.107 0.000
*
```

Here is C14H23N5Pt as an isolated structure in a non-equilibrium geometry from the Open Molecules 2025 dataset. Energies are from the ωB97M-V functional and the def2-TZVPD basis.

Values from the calculation:
HOMO-LUMO gap (spin up / spin down)	9.014 / 8.019	eV
<S²>	2.01

ORCA input file:
```
! RIJCOSX wB97M-V def2-TZVPD def2/J DEFGRID3
* xyz 2 3
Pt -0.476 0.122 -0.248
C 0.541 -1.578 -2.687
C 0.871 -2.395 -1.433
N -0.173 -2.250 -0.405
C 0.262 -2.639 0.941
C 1.009 -1.517 1.633
C 1.516 -1.646 2.919
C 2.266 -0.606 3.451
C 2.520 0.519 2.678
C 1.958 0.599 1.414
C 2.188 1.774 0.496
N 1.047 2.009 -0.403
C 1.387 2.044 -1.829
C 1.650 0.636 -2.377
N 0.413 -0.147 -2.383
N 1.205 -0.395 0.931
H -0.409 -1.927 -3.100
H 1.320 -1.751 -3.440
H 1.815 -2.050 -1.011
H 0.990 -3.446 -1.724
H -0.992 -2.787 -0.680
H 0.927 -3.513 0.901
H -0.611 -2.916 1.538
H 1.324 -2.535 3.499
H 2.662 -0.671 4.452
H 3.130 1.326 3.052
H 3.080 1.563 -0.103
H 2.408 2.661 1.095
H 0.581 2.872 -0.136
H 2.269 2.670 -2.003
H 0.543 2.487 -2.361
H 2.383 0.122 -1.757
H 2.057 0.725 -3.389
H -0.241 0.280 -3.037
C -5.005 1.443 1.527
C -4.812 1.493 0.001
C -3.501 1.066 -0.322
N -2.424 0.710 -0.525
H -6.024 1.734 1.764
H -4.324 2.127 2.026
H -4.835 0.440 1.907
H -4.957 2.512 -0.373
H -5.533 0.836 -0.498
*
```

no.,energy (hartree)
1,-991.900817
2,-939.810867